{
  "formula": "C28H66N6O4S4",
  "method": "the ωB97M-V functional and the def2-TZVPD basis",
  "s2": 0.75,
  "total_charge": 1,
  "spin_multiplicity": 2,
  "e_homo_ev": [-9.31, -9.31],
  "total_energy_ha": -3328.1018,
  "lumo_ha": [-0.0910, -0.2497],
  "elements": ["C", "C", "N", "C", "C", "C", "C", "H", "H", "H", "H", "H", "H", "H", "H", "H", "H", "H", "H", "H", "H", "H", "C", "C", "N", "C", "C", "C", "C", "H", "H", "H", "H", "H", "H", "H", "H", "H", "H", "H", "H", "H", "H", "H", "C", "C", "N", "H", "H", "H", "C", "C", "N", "H", "H", "H", "C", "C", "N", "H", "H", "H", "C", "C", "N", "H", "H", "H", "C", "S", "O", "C", "H", "H", "H", "H", "H", "H", "C", "S", "O", "C", "H", "H", "H", "H", "H", "H", "C", "S", "O", "C", "H", "H", "H", "H", "H", "H", "C", "S", "O", "C", "H", "H", "H", "H", "H", "H"],
  "positions_angstrom": [[-0.286, 4.129, -6.040], [-0.369, 3.112, -4.800], [-1.387, 3.668, -3.893], [-0.815, 4.840, -3.167], [-1.974, 5.844, -3.110], [-1.968, 2.699, -2.978], [-1.654, 1.207, -3.055], [0.183, 3.771, -6.957], [0.362, 4.920, -5.662], [-1.249, 4.522, -6.365], [-0.739, 2.162, -5.184], [0.527, 2.928, -4.207], [-0.573, 4.669, -2.118], [0.030, 5.260, -3.713], [-2.903, 5.365, -2.801], [-1.780, 6.784, -2.594], [-2.202, 5.988, -4.166], [-3.041, 2.666, -3.167], [-1.908, 3.096, -1.964], [-2.105, 0.640, -2.241], [-0.569, 1.102, -3.040], [-2.067, 0.756, -3.958], [-1.461, -2.675, 5.223], [-0.224, -3.400, 5.773], [0.667, -2.436, 6.460], [1.142, -1.269, 5.669], [2.297, -1.884, 4.843], [0.309, -2.143, 7.918], [0.488, -3.343, 8.843], [-1.767, -1.977, 6.002], [-2.205, -3.472, 5.205], [-1.219, -2.206, 4.270], [-0.388, -4.176, 6.521], [0.294, -3.796, 4.899], [0.360, -0.739, 5.124], [1.519, -0.536, 6.382], [2.107, -2.728, 4.180], [2.609, -1.154, 4.096], [3.183, -2.244, 5.366], [-0.712, -1.762, 7.947], [0.839, -1.281, 8.322], [-0.224, -4.155, 8.701], [0.401, -3.013, 9.879], [1.488, -3.763, 8.735], [1.215, -2.334, -4.120], [0.101, -2.147, -5.063], [-0.798, -1.966, -5.802], [1.085, -3.017, -3.280], [1.792, -1.426, -3.940], [1.822, -3.046, -4.678], [0.622, -6.285, -1.057], [1.034, -5.190, -0.177], [1.359, -4.328, 0.485], [1.359, -7.088, -1.070], [0.590, -5.903, -2.077], [-0.415, -6.550, -0.850], [4.104, -2.776, -1.618], [3.596, -3.884, -2.441], [3.260, -4.793, -3.076], [3.403, -1.943, -1.667], [5.133, -2.478, -1.820], [4.123, -3.078, -0.571], [5.330, 2.457, -0.591], [4.764, 1.171, -0.424], [4.280, 0.087, -0.250], [6.279, 2.303, -1.104], [5.658, 2.768, 0.400], [4.689, 3.256, -0.964], [-2.409, 4.944, 2.054], [-3.898, 3.895, 1.968], [-4.408, 3.817, 3.390], [-3.128, 2.256, 1.585], [-1.816, 4.366, 2.763], [-2.453, 5.910, 2.557], [-2.063, 5.231, 1.061], [-2.420, 2.381, 0.765], [-3.821, 1.562, 1.111], [-2.732, 1.844, 2.513], [0.961, -0.955, 1.123], [-0.676, -0.854, 0.333], [-0.843, 0.604, 0.082], [-0.220, -1.577, -1.297], [1.405, -1.927, 1.336], [0.987, -0.324, 2.012], [1.511, -0.381, 0.377], [0.064, -2.615, -1.125], [0.606, -0.981, -1.684], [-0.997, -1.489, -2.057], [-4.241, -4.854, -3.170], [-3.077, -3.429, -3.061], [-1.580, -3.837, -3.082], [-3.517, -2.462, -4.495], [-3.816, -5.815, -2.880], [-4.465, -5.153, -4.194], [-5.256, -4.704, -2.802], [-2.931, -1.546, -4.568], [-4.545, -2.161, -4.295], [-3.425, -3.041, -5.414], [1.468, 5.300, 1.691], [1.291, 4.555, 0.070], [2.529, 4.985, -0.739], [1.447, 2.827, 0.593], [0.601, 5.043, 2.300], [1.634, 6.377, 1.657], [2.340, 4.860, 2.174], [0.814, 2.575, 1.443], [2.506, 2.677, 0.804], [1.168, 2.307, -0.324]]
}

{
  "formula": "C28H68BrN3O10P",
  "method": "the ωB97M-V functional and the def2-TZVPD basis",
  "total_charge": 1,
  "e_homo_ev": -11.61,
  "total_energy_ha": -4939.2384,
  "lumo_ha": -0.1969,
  "elements": ["C", "P", "O", "N", "C", "C", "Br", "N", "C", "C", "C", "C", "C", "C", "C", "N", "H", "H", "H", "H", "H", "H", "H", "H", "H", "H", "H", "H", "H", "H", "C", "C", "O", "H", "H", "H", "H", "H", "H", "C", "C", "O", "H", "H", "H", "H", "H", "H", "C", "C", "O", "H", "H", "H", "H", "H", "H", "C", "C", "O", "H", "H", "H", "H", "H", "H", "C", "C", "O", "H", "H", "H", "H", "H", "H", "C", "C", "O", "H", "H", "H", "H", "H", "H", "C", "C", "O", "H", "H", "H", "H", "H", "H", "C", "C", "O", "H", "H", "H", "H", "H", "H", "C", "C", "O", "H", "H", "H", "H", "H", "H"],
  "positions_angstrom": [[3.563, -1.638, 0.239], [3.421, -2.335, -1.482], [4.965, -2.928, -1.816], [3.129, -1.086, -2.691], [2.877, 0.309, -2.209], [1.278, 0.450, -2.036], [0.998, 1.414, -0.356], [0.949, -1.000, -2.110], [-0.445, -1.405, -2.044], [-1.300, -1.815, -3.151], [-2.696, -2.240, -2.930], [-3.232, -2.221, -1.558], [-2.424, -1.773, -0.420], [-1.049, -1.387, -0.692], [1.786, -1.521, -3.116], [1.525, -2.201, -4.241], [3.426, -2.482, 0.975], [4.578, -1.188, 0.448], [2.742, -0.898, 0.428], [4.876, -3.858, -2.093], [3.457, 0.648, -1.311], [3.212, 1.044, -2.988], [0.925, 0.900, -2.995], [-0.910, -1.829, -4.191], [-3.360, -2.566, -3.770], [-4.285, -2.526, -1.323], [-2.774, -1.707, 0.632], [-0.416, -1.045, 0.160], [1.608, -3.206, -4.371], [1.272, -1.651, -5.068], [-0.790, -5.347, 0.341], [-0.277, -4.862, 1.681], [0.861, -4.019, 1.499], [-0.010, -5.896, -0.192], [-1.656, -5.997, 0.465], [-1.074, -4.501, -0.292], [0.027, -5.705, 2.303], [-1.051, -4.301, 2.214], [0.581, -3.272, 0.956], [7.531, -1.342, 0.399], [7.925, -0.257, 1.385], [8.462, -0.841, 2.569], [6.792, -2.013, 0.843], [7.111, -0.907, -0.511], [8.396, -1.953, 0.129], [7.054, 0.337, 1.668], [8.671, 0.410, 0.950], [9.236, -1.357, 2.315], [0.377, 3.941, 3.355], [0.095, 4.814, 2.149], [1.250, 4.889, 1.312], [1.217, 4.339, 3.928], [-0.497, 3.881, 4.006], [0.654, 2.928, 3.044], [-0.158, 5.825, 2.462], [-0.740, 4.414, 1.562], [1.464, 3.993, 1.031], [8.808, 0.815, -3.134], [7.840, 1.484, -2.177], [8.494, 1.814, -0.956], [9.222, -0.092, -2.688], [8.313, 0.552, -4.071], [9.650, 1.475, -3.356], [7.012, 0.813, -1.942], [7.430, 2.399, -2.616], [9.220, 2.414, -1.168], [-5.825, 0.137, -4.532], [-5.448, 1.222, -3.541], [-4.923, 0.639, -2.351], [-6.567, -0.537, -4.098], [-6.234, 0.568, -5.447], [-4.952, -0.471, -4.789], [-6.324, 1.813, -3.270], [-4.696, 1.894, -3.964], [-4.144, 0.126, -2.598], [-4.980, -6.545, 2.723], [-5.292, -5.653, 1.538], [-4.152, -5.539, 0.682], [-4.138, -6.145, 3.292], [-5.844, -6.632, 3.384], [-4.693, -7.546, 2.388], [-5.557, -4.650, 1.875], [-6.127, -6.054, 0.956], [-3.929, -6.427, 0.378], [-2.274, 4.513, -1.419], [-2.916, 3.305, -2.073], [-2.860, 3.428, -3.494], [-2.781, 5.430, -1.727], [-2.314, 4.436, -0.331], [-1.228, 4.609, -1.725], [-3.964, 3.226, -1.783], [-2.406, 2.381, -1.779], [-1.931, 3.488, -3.743], [-2.281, 9.096, 4.509], [-2.396, 7.623, 4.170], [-1.102, 7.030, 4.080], [-1.694, 9.619, 3.752], [-3.267, 9.560, 4.573], [-1.766, 9.234, 5.464], [-2.891, 7.491, 3.207], [-2.975, 7.092, 4.932], [-0.671, 7.141, 4.937], [-3.588, -1.667, 3.994], [-4.722, -1.782, 2.993], [-5.803, -2.513, 3.553], [-3.243, -2.658, 4.296], [-2.746, -1.114, 3.571], [-3.923, -1.156, 4.900], [-4.389, -2.313, 2.099], [-5.081, -0.792, 2.694], [-6.103, -2.041, 4.339]]
}